DFT (ωB97M-V/def2-TZVPD) results for a cluster of 2 separate species, C2H8N4 in total.

The energy above the lowest of the compared OMol25 structures with the same formula, charge and spin comes out at 2.374 eV. The value obtained for the LUMO energy is 0.7 eV. Its HOMO-LUMO gap is 7.241 eV.

Atoms and positions in Å:
C  -1.11225  -0.02129  -0.14668
N  -1.17208  0.94192  -1.09866
N  -1.53940  0.31549  1.09847
N  -0.81796  -1.29856  -0.40846
H  -1.05626  1.11017  1.49666
H  -1.50999  -0.47211  1.73246
H  -1.41941  1.87048  -0.79103
H  -0.62113  0.79762  -1.93089
H  -0.78916  -1.48017  -1.40639
C  2.44164  -0.09314  0.33093
N  1.29176  -0.45926  0.68675
H  0.29664  -1.37344  0.08675
H  2.78456  0.96475  0.36592
H  3.22307  -0.80246  -0.01585

***

DFT (ωB97M-V/def2-TZVPD) results for a structure of composition C5H9NO2 in a non-equilibrium geometry.

The energy above the lowest of the compared OMol25 structures with the same formula, charge and spin comes out at 2.964 eV. The value obtained for the LUMO energy is 0.6 eV. Its HOMO-LUMO gap is 9.475 eV.

Atoms and positions in Å:
C  -1.39256  0.62676  1.24603
C  1.55079  -0.54885  -0.98599
C  -0.35485  -0.28879  0.70143
N  -0.34976  -1.59996  1.00692
C  -0.21204  1.34426  -1.03037
C  0.69719  0.34296  -0.09882
O  -1.80857  0.53104  -0.08115
O  0.04452  2.52441  -1.07382
H  -1.17239  -1.97944  1.45491
H  0.12753  -2.24265  0.39058
H  -0.58104  0.79456  -1.91439
H  -1.05521  1.61652  1.56877
H  -2.08885  0.16820  1.95398
H  1.28624  1.01379  0.52509
H  2.19439  -1.21053  -0.40324
H  0.92529  -1.15899  -1.64158
H  2.18933  0.06671  -1.61834

***

DFT (ωB97M-V/def2-TZVPD) results for a cluster of 3 separate species, C23H31BrF5N5O in total.

The energy above the lowest of the compared OMol25 structures with the same formula, charge and spin comes out at 0.000 eV. The value obtained for the LUMO energy is 0.2 eV. Its HOMO-LUMO gap is 8.342 eV.

Atoms and positions in Å:
C  -1.86182  3.45444  2.16048
C  -1.14926  2.70201  3.29814
C  0.32345  2.41364  2.98555
O  0.59010  1.00893  3.13450
C  1.74272  0.50850  2.50471
N  2.15469  -0.65528  3.27078
C  2.83882  1.51142  2.50895
N  3.72533  2.24218  2.55519
C  1.41067  0.06583  1.01401
C  1.41059  1.26551  0.16008
N  1.42464  2.19575  -0.51810
C  2.41358  -0.95809  0.46668
C  3.90532  -0.61935  0.53038
C  4.36142  0.45797  -0.45520
Br  6.04488  0.00208  -1.29809
C  -0.03052  -0.50865  1.02425
C  -0.46594  -1.28749  -0.21943
C  -0.81637  -0.38733  -1.40717
C  -1.39199  -1.19823  -2.54468
F  -0.44634  -2.03139  -3.05513
F  -2.42329  -1.97514  -2.13343
C  -1.91292  -0.33928  -3.72819
F  -2.79170  -1.00139  -4.46753
F  -2.49347  0.77856  -3.28984
F  -0.89038  0.01946  -4.51681
H  -2.40059  2.76697  1.50801
H  -2.56764  4.18544  2.54764
H  -1.15043  3.99206  1.53271
H  -1.65323  1.75739  3.49859
H  -1.20422  3.31380  4.19643
H  0.54966  2.73930  1.96990
H  0.97116  2.97300  3.66319
H  3.11918  -0.61227  3.56464
H  1.55305  -0.73696  4.07842
H  2.16971  -1.13157  -0.58300
H  2.24404  -1.89444  0.99581
H  4.43936  -1.53991  0.29569
H  4.22695  -0.35086  1.53538
H  3.64601  0.60581  -1.25883
H  4.50239  1.42049  0.02677
H  -0.11399  -1.17518  1.88319
H  -0.73306  0.31144  1.16849
H  -1.36919  -1.83462  0.05276
H  0.26044  -2.04129  -0.51700
H  0.05603  0.13043  -1.80436
H  -1.57209  0.33427  -1.09970
N  -2.03026  -0.73927  5.29561
C  -2.06745  -0.63497  6.65930
C  -3.38112  -0.65083  7.04407
C  -4.16714  -0.76870  5.86532
C  -3.30469  -0.82122  4.80355
H  -1.19628  -0.74315  4.73733
H  -1.16239  -0.55851  7.23691
H  -3.74034  -0.58503  8.05714
H  -5.24156  -0.81085  5.80552
H  -3.48899  -0.91060  3.74651
N  -0.18848  -0.74864  -7.46472
C  1.00780  -1.15418  -7.98796
C  0.75011  -1.82952  -9.15124
C  -0.65947  -1.82983  -9.33631
C  -1.20898  -1.15474  -8.27890
H  -0.30263  -0.23377  -6.61172
H  1.93616  -0.92946  -7.49170
H  1.48820  -2.27392  -9.79754
H  -1.20557  -2.27454  -10.15116
H  -2.23411  -0.93076  -8.03851

***

DFT (ωB97M-V/def2-TZVPD) results for an isolated molecule of C5H7NO.

The energy above the lowest of the compared OMol25 structures with the same formula, charge and spin comes out at 1.262 eV. The value obtained for the LUMO energy is 0.4 eV. Its HOMO-LUMO gap is 8.998 eV.

Atoms and positions in Å:
C  -2.03026  -0.74918  -0.35019
C  -0.88794  -0.57561  0.31361
C  0.07359  0.50202  -0.00905
N  -0.49872  1.67977  -0.41413
C  1.42539  0.33794  0.06195
C  2.07085  -0.92908  0.35627
O  1.52061  -2.00171  0.55519
H  -2.29537  -0.13703  -1.20990
H  -2.71220  -1.55150  -0.08303
H  -0.59457  -1.25415  1.10720
H  0.10131  2.48552  -0.51467
H  -1.42998  1.87428  -0.07848
H  2.07752  1.18822  -0.13302
H  3.17975  -0.86949  0.39825

***

DFT (ωB97M-V/def2-TZVPD) results for a structure of composition C11H21O2P in a non-equilibrium geometry.

The energy above the lowest of the compared OMol25 structures with the same formula, charge and spin comes out at 1.962 eV. The value obtained for the LUMO energy is 0.0 eV. Its HOMO-LUMO gap is 9.044 eV.

Atoms and positions in Å:
C  -1.98758  -1.17297  0.44231
C  -0.51762  -0.83337  0.68749
C  -0.77849  0.67061  0.26070
C  -0.06982  -3.29785  0.12368
C  1.79669  -1.66442  0.32379
C  0.42265  -1.56493  -1.74435
C  1.21914  1.80986  1.32248
C  -0.73294  3.08819  0.58836
C  0.74401  1.98602  -1.17751
C  0.37733  -1.81670  -0.18681
C  0.13435  1.87891  0.28448
O  -2.75636  -1.86523  1.03698
O  -3.35480  1.29006  -0.66283
P  -2.21884  0.37925  -0.60864
H  -0.37819  -1.01158  1.79261
H  -1.72143  1.04856  1.54028
H  0.10759  -3.43789  1.14862
H  0.60657  -4.08552  -0.28936
H  -1.19348  -3.43471  0.07499
H  1.82492  -1.00070  1.08828
H  2.20050  -2.57020  0.59639
H  2.39198  -1.20077  -0.45879
H  0.57914  -0.50248  -1.79626
H  -0.57194  -1.87092  -2.26015
H  1.33597  -2.22238  -1.98995
H  0.91256  1.91397  2.33223
H  1.82687  2.57926  1.07712
H  1.83487  0.93226  0.99950
H  -1.62802  3.03845  -0.07633
H  -1.13676  2.93859  1.51618
H  -0.14707  3.97344  0.55401
H  1.69596  1.34158  -1.45505
H  1.02165  2.99592  -1.25629
H  0.00850  1.75909  -1.96997
H  -1.84793  -0.07136  -1.85820

***

DFT (ωB97M-V/def2-TZVPD) results for an isolated molecule of C5H7N3 in a non-equilibrium geometry.

The energy above the lowest of the compared OMol25 structures with the same formula, charge and spin comes out at 2.172 eV. The value obtained for the LUMO energy is 1.1 eV. Its HOMO-LUMO gap is 9.522 eV.

Atoms and positions in Å:
C  -1.98365  0.02928  0.76345
C  -1.94885  0.33623  -0.69509
C  0.21140  -0.23536  -0.01779
C  1.99358  0.91369  0.03887
C  2.42115  -0.39223  -0.01538
H  -1.49179  0.70740  1.47390
H  -2.79483  -0.64781  1.14015
H  -1.54462  1.22169  -1.03698
H  -2.86302  -0.02376  -1.19636
H  2.65730  1.82419  -0.09684
H  3.44509  -0.78632  0.09688
H  1.08852  -2.05027  -0.28783
N  -1.07700  -0.76697  -0.18019
N  0.62066  0.98108  0.05116
N  1.26605  -1.11084  -0.03796